[1]
A structure of composition C32H54AsF4N2O4RbSi3, computed with ωB97M-V with the def2-TZVPD basis set.

CARTESIAN COORDINATES (ANGSTROEM)
Rb: -0.80605 -1.02555 -0.40566
C: 2.56693 -3.33227 1.14620
C: 2.50926 -3.83247 -0.29382
N: 2.25117 -2.76324 -1.23548
C: 3.35163 -1.80769 -1.30660
C: 2.92262 -0.39911 -0.91136
C: 1.85276 -3.20762 -2.56440
C: 0.77358 -4.29067 -2.65656
N: -0.45484 -3.89856 -2.02850
C: -1.48343 -4.69023 -2.08208
C: -2.72328 -4.27041 -1.48414
F: -2.75792 -3.03418 -0.89650
C: -3.86580 -5.01874 -1.48272
F: -4.99022 -4.53033 -0.88559
C: -3.94442 -6.27705 -2.07427
C: -2.77569 -6.72576 -2.67161
F: -2.80183 -7.95600 -3.27460
C: -1.60919 -6.00147 -2.68290
F: -0.53194 -6.59701 -3.30680
H: 2.64177 -4.18269 1.82241
H: 1.66110 -2.77086 1.36803
H: 3.42291 -2.68633 1.33039
H: 1.68024 -4.53533 -0.35718
H: 3.44815 -4.37419 -0.54382
H: 3.76949 -1.78670 -2.32369
H: 4.15787 -2.13602 -0.64147
H: 2.22207 -0.00253 -1.64472
H: 3.78029 0.26875 -0.86351
H: 2.43482 -0.42027 0.06079
H: 2.73014 -3.59673 -3.12482
H: 1.46967 -2.33156 -3.09002
H: 1.16060 -5.23272 -2.24235
H: 0.62275 -4.46999 -3.73638
H: -4.84832 -6.86004 -2.06761
C: 0.75887 -4.74890 5.64012
O: 0.09859 -3.65811 6.22091
C: -0.37371 -2.67355 5.36053
C: -1.25755 -1.73907 5.93584
C: -1.85266 -0.80703 5.12633
C: -1.59987 -0.71687 3.74992
C: -2.38796 0.13581 2.89554
C: -3.38703 1.08889 3.56092
O: -2.36540 0.10544 1.66946
C: -0.57796 -1.56674 3.17079
O: -0.14958 -1.46398 2.00399
C: -0.04526 -2.58308 4.04246
H: 0.92527 -5.46399 6.44778
H: 1.72569 -4.46489 5.20751
H: 0.14931 -5.22218 4.86100
H: -1.48145 -1.79523 6.99186
H: -2.57065 -0.13857 5.58076
H: -4.15668 0.52144 4.07859
H: -3.84864 1.68401 2.77737
H: -2.89224 1.74896 4.27079
H: 0.63765 -3.27525 3.57566
C: -3.36763 0.86963 -2.38377
C: -1.97434 1.42350 -2.15174
O: -1.02393 0.69605 -2.42179
H: -3.37280 0.15532 -3.20734
H: -4.08811 1.66281 -2.55924
H: -3.64811 0.33920 -1.47288
C: 2.20061 5.70825 -2.24432
Si: 1.98803 3.78417 -2.28317
C: 3.82785 3.18552 -2.16466
C: 1.54437 3.38261 -4.11480
As: 0.59048 2.50496 -0.92897
Si: 1.18482 3.33755 1.16316
C: -0.06914 2.70147 2.45543
C: 2.80809 2.42944 1.66937
C: 1.60113 5.16374 1.66608
Si: -1.64447 3.36497 -1.50225
C: -2.16394 3.92066 -3.31343
C: -3.00580 3.16264 -0.13754
C: -1.30755 5.26810 -0.99570
H: 2.98622 6.05682 -2.90952
H: 2.44081 6.05399 -1.24349
H: 1.28248 6.20591 -2.53965
H: 4.50639 3.76765 -2.78428
H: 3.90063 2.14874 -2.47949
H: 4.18914 3.24133 -1.14161
H: 2.36581 3.55403 -4.80702
H: 0.69409 3.96616 -4.45174
H: 1.25762 2.33556 -4.18020
H: -0.17981 1.63184 2.30266
H: -1.04767 3.15234 2.32409
H: 0.24774 2.85305 3.48554
H: 2.58715 1.37536 1.80890
H: 3.24964 2.80554 2.58846
H: 3.55608 2.50813 0.88634
H: 0.86076 5.86524 1.29620
H: 2.56439 5.45613 1.25640
H: 1.65328 5.28406 2.74566
H: -2.20879 3.09803 -4.01890
H: -1.45836 4.64883 -3.70265
H: -3.13889 4.39667 -3.29818
H: -2.98868 2.16969 0.29805
H: -4.00408 3.34357 -0.52465
H: -2.84545 3.87485 0.66485
H: -0.60874 5.76639 -1.66502
H: -0.89922 5.33100 0.01130
H: -2.22779 5.85691 -1.01129

Calculated values
- Total charge: -2
- DFT total energy: -5190.10887 Eh

natural (NBO) population analysis, charges in e, atoms 1 to 4: 0.91 -0.63 -0.21 -0.45


[2]
A cluster of 3 separate species, C32H54BF17N3O5S in total, computed with ωB97M-V with the def2-TZVPD basis set.

CARTESIAN COORDINATES (ANGSTROEM)
C: 6.10686 -4.97036 3.06080
C: 6.22828 -3.35766 3.15155
O: 5.24650 -2.80723 2.19756
B: 5.09760 -1.41196 2.40579
O: 6.03163 -0.73239 3.23761
N: 3.94614 -0.59517 1.77795
C: 3.99066 -0.18046 0.50359
N: 2.78116 0.52526 0.04346
C: 2.31889 -0.02078 -1.27390
O: 2.91814 0.83588 -2.30287
C: 0.74566 0.04009 -1.51603
C: 0.10305 1.49287 -1.19028
C: -1.25545 1.60868 -2.08354
C: -0.39753 1.56995 0.35987
C: 2.98337 -1.45452 -1.44960
C: 4.59119 -1.24222 -1.51551
C: 5.20736 -2.74795 -1.42696
C: 6.52460 -2.94847 -2.31074
C: 7.87436 -2.85773 -1.45422
F: 7.74669 -3.55165 -0.18674
N: 5.15139 -0.48024 -0.36829
C: 5.94277 0.69461 -0.68876
F: 5.19606 1.91353 -0.81982
F: 6.66410 0.59467 -1.91172
C: 7.10283 1.04632 0.39736
F: 8.19297 1.61822 -0.32081
F: 7.65764 -0.12625 0.97032
C: 6.69112 2.15299 1.46295
F: 6.75567 3.47207 0.96533
F: 5.47715 1.93970 2.12246
F: 7.68961 2.11430 2.47266
S: 2.60461 -0.28547 2.85434
O: 2.20307 1.17191 2.88495
O: 3.08549 -0.57595 4.26067
C: 1.12889 -1.39411 2.54101
F: -0.00685 -0.60161 2.84629
F: 1.04478 -1.66621 1.16417
C: 1.03280 -2.67900 3.48473
F: 0.67021 -2.18630 4.77064
F: 2.27483 -3.32965 3.69109
C: -0.10180 -3.72914 3.09213
F: -0.20815 -4.63951 4.16693
F: -1.37982 -3.13641 2.97224
C: 0.15285 -4.55943 1.75114
F: -0.73564 -4.28124 0.71030
F: 1.44928 -4.48055 1.23550
F: -0.05455 -5.92448 2.07607
H: 6.15690 -5.35202 1.99218
H: 5.13493 -5.23253 3.59284
H: 6.96025 -5.39193 3.70114
H: 7.29006 -3.00686 2.93626
H: 5.94650 -3.09701 4.23513
H: 5.55774 -0.01071 3.70771
H: 2.91532 1.54458 0.04479
H: 2.75557 1.77722 -2.09429
H: 0.57055 -0.10935 -2.64454
H: 0.14244 -0.77051 -0.99764
H: 0.78862 2.35723 -1.46633
H: -1.78593 0.58843 -2.12236
H: -1.04062 1.95144 -3.15773
H: -2.01315 2.32898 -1.61393
H: -0.93528 0.58033 0.55385
H: 0.45940 1.77241 1.08105
H: -1.17098 2.39458 0.47729
H: 2.66536 -2.24058 -0.69661
H: 2.70137 -1.82144 -2.50211
H: 4.78856 -0.85238 -2.55658
H: 4.39711 -3.42847 -1.87126
H: 5.32046 -3.08385 -0.33610
H: 6.47794 -4.02749 -2.71153
H: 6.52435 -2.28485 -3.24136
H: 8.11742 -1.76715 -1.25527
H: 8.70158 -3.40988 -2.02154
C: -4.13582 -0.68644 0.39718
C: -5.64511 -0.79040 0.24824
C: -6.07656 -1.75303 -0.85852
C: -5.62311 -1.36686 -2.27117
C: -6.07223 0.01445 -2.75168
C: -7.58536 0.15869 -2.84598
H: -3.66309 -0.28781 -0.50444
H: -3.88601 -0.01582 1.22451
H: -3.69841 -1.66607 0.61139
H: -6.06722 0.20516 0.07696
H: -6.06695 -1.14181 1.19578
H: -7.16714 -1.84607 -0.83753
H: -5.68673 -2.75220 -0.63343
H: -5.99631 -2.12362 -2.97068
H: -4.53022 -1.41849 -2.32880
H: -5.64403 0.19210 -3.74402
H: -5.66875 0.79646 -2.10005
H: -8.00497 -0.58538 -3.52819
H: -7.84682 1.14978 -3.22493
H: -8.06387 0.04112 -1.87084
C: -4.94494 3.92808 -2.11240
C: -5.15597 4.79422 -0.87953
C: -6.09435 4.16216 0.14984
C: -7.52681 3.91852 -0.33470
C: -8.26793 5.15932 -0.83431
C: -8.46197 6.22007 0.24117
H: -5.87702 3.77042 -2.65997
H: -4.23859 4.40964 -2.79445
H: -4.53616 2.95143 -1.83674
H: -5.52484 5.77973 -1.18038
H: -4.18448 4.96432 -0.40217
H: -6.11509 4.79612 1.04242
H: -5.67236 3.20323 0.47326
H: -8.09757 3.47246 0.48800
H: -7.51839 3.16926 -1.13385
H: -9.25291 4.85043 -1.19943
H: -7.74744 5.59705 -1.69218
H: -9.02012 5.81560 1.08978
H: -9.02459 7.06600 -0.16072
H: -7.50663 6.60303 0.60786

Calculated values
- Total charge: +1
- DFT total energy: -3912.55023 Eh

Löwdin population analysis, charges in e, atoms 1 to 4: -0.06 -0.19 0.04 -0.60


LUMO (eV)
3.827; -5.987
Max |F| (eV/A)
1.87; 9.51
Frontier orbital gap (eV)
5.64; 6.29